18
Properties=species:S:1:pos:R:3:forces:R:3 method="wB97M-V/def2-TZVPD" multiplicity=1 de_lowest_kcal_mol=31.74 smiles=CSSC[C@@H](C)N total_energy_ev=-27485.88923 gap_ev=9.707 e_homo_ev=-9.01
N 1.462 0.264 1.921 -1.0267 -4.2637 -0.2130
C 1.514 0.244 0.418 2.4520 -0.3045 1.9778
C 2.111 1.665 0.049 0.1927 -0.0268 -0.2190
C 0.233 -0.157 -0.250 -2.2533 2.1086 -0.2823
S -0.622 -1.605 0.496 0.4712 -0.2404 -0.5476
S -2.570 -1.022 0.532 -0.1532 0.0945 -1.2494
C -3.047 -1.384 -1.259 -2.3205 2.4219 1.1929
H 0.799 0.951 2.112 -1.2970 1.8406 0.7427
H 0.869 -0.649 2.258 2.0597 2.5923 -1.0482
H 2.285 -0.586 0.187 -0.9074 1.4599 0.0466
H 1.661 2.618 0.556 0.6236 -2.1072 -0.6917
H 2.025 1.773 -1.019 -0.5268 0.3811 -0.6641
H 3.230 1.675 0.122 -1.0313 -0.0799 0.7391
H 0.346 -0.114 -1.337 0.1641 -0.9694 -0.0484
H -0.586 0.623 -0.136 1.0672 -0.4455 0.3058
H -4.138 -0.970 -1.428 2.2110 -0.2379 0.3890
H -2.336 -0.915 -1.950 -0.2894 -0.5481 0.1988
H -3.236 -2.412 -1.271 0.5640 -1.6755 -0.6291

134
Properties=species:S:1:pos:R:3:forces:R:3 method="wB97M-V/def2-TZVPD" multiplicity=1 total_energy_ev=-173342.37320 total_charge=+1 gap_ev=6.790 e_homo_ev=-10.54
C 6.209 -2.096 2.754 -1.0061 -0.5826 0.6937
C 4.853 -2.867 2.149 2.4773 -1.9083 1.8600
N 3.771 -1.897 2.077 -0.4657 1.2077 -0.7247
C 2.657 -2.052 1.063 3.9500 -1.3102 -0.3754
C 3.560 -1.795 -0.330 0.2604 -0.9031 -1.6593
C 2.804 -1.358 -1.679 0.1987 7.9465 -4.0662
O 2.865 -0.033 -2.006 -0.6410 -9.3294 2.5670
F 2.196 -2.188 -2.742 2.0220 1.7364 3.9347
N 1.655 -0.892 1.299 0.8460 1.3450 -1.5595
C 1.742 -0.177 2.624 0.6938 3.8731 3.7447
C 1.055 1.363 2.614 -2.4127 3.9072 -0.0726
C 1.449 2.522 1.514 -2.7022 0.6258 2.9057
C 0.705 4.010 1.609 -1.1878 -1.7662 2.2149
C -0.412 4.410 2.771 1.9274 -4.6283 0.1377
C -0.772 3.267 3.891 2.3483 -0.9600 -2.4068
C -1.866 3.444 5.127 0.3168 -1.5189 -0.3588
C -0.035 1.808 3.778 0.8363 1.5288 -2.1397
C 0.247 -1.133 0.802 -4.0728 0.3452 -0.0746
Br -1.157 -1.207 2.308 1.5347 0.3004 -0.3589
C -0.372 0.157 -0.080 1.1757 3.9333 -6.4365
O 0.030 0.547 -1.283 -1.3979 -3.5297 7.7379
N -1.414 1.126 0.527 -0.6050 -0.8018 -1.3847
C -2.734 1.058 -0.187 -3.1691 0.7622 -6.6665
O -2.984 1.286 -1.476 1.9870 -1.5213 9.6580
F -3.943 0.748 0.665 4.2992 0.8473 -2.1001
C -0.065 -2.532 0.028 -2.4644 -3.3182 -1.8468
O -1.299 -3.220 0.557 2.5399 -0.0839 -0.2476
O -0.428 -2.369 -1.422 -1.1181 -0.3876 1.9903
C -1.809 -2.714 -1.708 -7.0493 3.4536 -0.3226
O -2.819 -1.801 -1.621 7.5713 -5.6362 -0.2763
C -2.345 -4.184 -2.305 -0.6187 -3.6210 -1.7767
C -2.784 -5.444 -1.355 -0.2595 -0.4959 -3.4734
C -3.369 -6.876 -1.977 1.0281 3.6475 -2.9004
C -3.532 -7.023 -3.617 1.5191 3.1862 2.2468
C -3.073 -5.794 -4.625 -0.0068 0.0818 4.7704
C -2.497 -4.394 -3.958 -1.0009 -2.6687 1.2883
O 0.941 -3.548 0.019 0.1679 2.4466 1.0116
C 1.950 -3.526 1.091 0.4806 -1.7414 -0.8318
C 1.265 -4.079 2.434 -1.3657 -1.6625 1.1226
C 1.968 -3.969 3.879 2.5071 4.5384 3.8741
O 2.460 -2.939 4.548 -3.3787 -5.7427 -5.0009
I 2.061 -5.836 5.122 -0.2411 1.1050 -1.1696
C 2.858 -4.811 0.509 2.8005 -3.4269 -2.5075
C 2.904 -5.172 -1.128 2.4918 -2.9269 3.6411
C 3.809 -6.478 -1.490 -0.3330 0.9403 2.0587
C 4.623 -7.380 -0.412 -2.7853 3.7329 0.7852
N 4.532 -7.052 1.033 -2.4578 2.8693 -4.0510
C 3.713 -5.869 1.404 -0.3281 0.6176 -1.4280
H 6.609 -1.266 2.029 -0.6818 -1.6915 1.3448
H 7.003 -2.928 2.989 -1.4250 1.8124 -0.7058
H 5.907 -1.623 3.800 0.6520 -0.8465 -2.2810
H 5.191 -3.450 1.200 -0.8916 1.2135 1.3383
H 4.595 -3.692 2.972 0.4947 1.7254 -1.8544
H 4.290 -0.972 1.970 -1.4944 -1.4012 -0.1394
H 4.400 -0.959 -0.156 -2.4509 -1.5325 -0.3399
H 4.225 -2.747 -0.611 -1.8985 1.7359 0.9536
H 2.025 -0.141 0.633 -0.5702 -0.8953 0.5491
H 1.409 -0.792 3.561 0.4070 0.9121 -2.2664
H 2.823 0.237 2.924 -2.0402 -1.7950 -1.3521
H 2.242 2.318 0.662 -1.8153 0.5943 1.8496
H 0.937 4.863 0.808 -0.3635 -2.2312 1.7376
H -0.962 5.446 2.824 1.3835 -2.2616 -0.3204
H -1.375 3.830 6.131 -0.9632 -0.4732 -2.3543
H -2.825 4.033 4.807 2.1402 -0.8872 0.5996
H -2.234 2.335 5.373 0.7798 2.4253 -0.5648
H -0.293 0.973 4.585 0.5031 2.0604 -1.8947
H -1.013 2.077 0.267 -0.6055 -1.3953 0.2777
H -1.081 -4.201 0.644 -0.0140 1.7445 -0.4229
H -2.720 -5.378 -0.189 -0.1861 -0.0088 -2.5320
H -3.692 -7.732 -1.228 0.7645 2.0429 -1.8408
H -3.983 -8.034 -4.007 1.0624 2.3312 0.6592
H -3.221 -5.966 -5.786 0.4727 0.6984 2.7567
H -2.215 -3.539 -4.741 -0.6329 -1.9688 2.2114
H 0.133 -3.747 2.629 2.5543 -0.0917 -0.5196
H 1.121 -5.256 2.243 0.4948 2.6861 0.4319
H 2.320 -4.586 -1.946 1.2135 -1.1931 1.7086
H 3.879 -6.790 -2.632 -0.1978 0.7725 2.7034
H 5.281 -8.298 -0.769 -1.5969 2.2019 1.0130
H 3.722 -5.649 2.580 -0.0022 -0.7883 -2.8749
N 0.412 -8.744 3.193 0.5048 -0.7828 0.0967
C 1.550 -9.022 2.521 -0.7805 0.2314 0.4219
C 2.275 -10.192 2.683 -0.0989 -0.1229 0.1544
C 1.808 -11.135 3.592 -0.0054 -0.0129 0.0134
C 0.640 -10.876 4.302 0.2395 -0.0196 -0.1535
C -0.018 -9.679 4.068 0.1514 0.6902 -0.5267
H 1.875 -8.254 1.825 0.0549 -0.0791 0.0013
H 3.182 -10.364 2.114 -0.0790 0.0508 0.0513
H 2.350 -12.063 3.748 -0.0680 0.1139 -0.0200
H 0.250 -11.590 5.018 0.0180 0.0857 -0.0713
H -0.936 -9.433 4.595 0.0766 -0.0614 -0.0181
N 1.561 6.083 -1.560 0.7600 0.2144 -0.5106
C 1.776 5.440 -2.728 -0.2079 0.2663 0.7295
C 2.757 5.803 -3.638 0.1971 0.0944 0.1636
C 3.565 6.893 -3.334 0.1325 -0.0913 0.1410
C 3.367 7.577 -2.139 0.0518 -0.1565 -0.2488
C 2.363 7.137 -1.292 -0.5858 -0.6161 -0.0344
H 1.118 4.598 -2.921 0.0546 0.0458 -0.0444
H 2.887 5.249 -4.560 -0.0528 0.0421 0.0844
H 4.344 7.208 -4.023 -0.0904 -0.0217 0.0744
H 3.979 8.431 -1.874 -0.0874 -0.0785 -0.0101
H 2.171 7.635 -0.346 0.0426 0.0129 -0.1001
N -8.688 1.440 3.701 0.4115 0.1567 -0.9152
C -7.507 0.910 3.316 -0.8482 0.3706 0.3135
C -6.946 1.107 2.064 -0.1174 0.1150 -0.1172
C -7.639 1.891 1.148 -0.0108 0.0301 -0.0251
C -8.859 2.449 1.515 0.2755 -0.1255 -0.0587
C -9.337 2.198 2.791 0.3411 -0.5003 0.7242
H -7.006 0.303 4.064 -0.0084 0.0253 -0.0613
H -5.992 0.659 1.810 -0.1354 0.0429 0.0289
H -7.231 2.066 0.157 -0.0349 -0.0345 0.1079
H -9.424 3.064 0.824 0.0367 -0.0571 0.0802
H -10.283 2.614 3.126 0.0720 -0.0256 -0.0626
N 0.011 9.006 -4.839 0.4553 0.1798 -1.0176
C 1.193 8.476 -5.224 -0.7824 0.3191 0.3768
C 1.754 8.673 -6.476 -0.1959 0.1574 -0.1119
C 1.061 9.457 -7.392 -0.0126 0.0187 -0.0272
C -0.160 10.015 -7.025 0.2640 -0.1189 -0.0572
C -0.638 9.764 -5.749 0.3691 -0.4832 0.6834
H 1.694 7.870 -4.475 -0.1617 0.1946 -0.2099
H 2.708 8.225 -6.730 -0.0698 0.0241 0.0261
H 1.469 9.633 -8.383 -0.0538 -0.0177 0.1150
H -0.724 10.631 -7.716 0.0422 -0.0575 0.0887
H -1.584 10.180 -5.414 0.0376 0.0033 -0.0819
N -3.792 8.363 -2.662 0.4422 -0.7854 0.5776
C -2.504 8.077 -2.954 -0.9565 0.4082 -0.0078
C -1.769 7.092 -2.313 -0.0819 -0.1815 0.1858
C -2.390 6.356 -1.309 -0.0030 0.0593 -0.0541
C -3.715 6.628 -0.985 0.2517 -0.0354 -0.0641
C -4.368 7.631 -1.684 0.2631 0.5671 -0.6714
H -2.064 8.681 -3.742 0.0353 -0.2111 0.2221
H -0.738 6.904 -2.590 -0.1270 0.0899 0.0242
H -1.845 5.577 -0.784 -0.0062 0.0614 -0.0536
H -4.226 6.073 -0.207 -0.0001 0.0516 -0.0694
H -5.404 7.878 -1.470 0.0757 -0.0486 0.0206

18
Properties=species:S:1:pos:R:3:forces:R:3 method="wB97M-V/def2-TZVPD" multiplicity=1 de_lowest_kcal_mol=17.49 total_energy_ev=-17671.69384 total_charge=+1 gap_ev=9.699 e_homo_ev=-13.15
C 0.448 -1.123 -0.658 -1.6787 0.6319 -0.3216
C 0.890 -0.081 -1.670 0.2394 1.0693 1.5292
C 0.120 1.274 -1.551 0.0063 -1.1060 -0.9247
S 0.928 2.604 -0.650 -0.1684 -0.1761 0.1759
N 0.370 -0.547 0.725 1.8747 1.1934 0.5363
H -0.594 -1.325 -0.910 0.0854 -0.6582 0.0848
H 1.044 -2.015 -0.602 0.1973 -0.3403 -0.1038
H 0.710 -0.473 -2.650 0.1789 -0.4173 -0.5314
H 1.937 0.176 -1.513 0.2226 -0.2716 -0.3917
H -0.937 1.109 -1.344 -0.0856 0.1703 0.5640
H 0.063 1.595 -2.577 0.1406 0.6470 -0.3597
H 0.534 2.226 0.572 0.0030 0.2419 0.1482
H 0.137 -1.169 1.501 -0.4674 -0.1238 -0.1835
H 1.310 -0.174 0.933 0.0034 -0.3548 0.1478
H -0.159 0.325 0.804 -0.7067 -0.4524 -0.1902
H -2.800 -0.689 2.664 0.0449 0.4058 -0.2078
H -2.043 -1.187 3.817 0.4377 0.3497 0.0979
O -1.958 -0.526 3.111 -0.3273 -0.8088 -0.0696

50
Properties=species:S:1:pos:R:3:forces:R:3 method="wB97M-V/def2-TZVPD" multiplicity=1 de_lowest_kcal_mol=0.00 smiles=C[C@@H]1CCc2sc3nc(N4CCN(CCO)CC4)n4ncnc4c3c2C1 total_energy_ev=-40879.34601 gap_ev=8.065 e_homo_ev=-7.30
C 5.921 0.749 -1.302 0.0516 0.0652 0.2448
H 5.858 1.751 -1.721 -0.0109 0.0758 -0.0928
H 6.904 0.344 -1.530 0.1087 -0.0496 -0.0922
C 5.695 0.795 0.208 0.0078 0.0246 0.0312
C 4.261 1.230 0.527 0.2240 0.0448 0.0036
C 3.304 0.113 0.272 0.1856 -0.2422 0.0699
C 3.684 -1.186 0.201 -0.3607 -0.0558 -0.0644
S 2.344 -2.278 -0.102 0.1625 0.4299 0.0661
C 1.241 -0.942 -0.131 0.5081 0.5848 0.1205
N -0.068 -1.087 -0.344 -0.3859 0.0137 0.0295
C -0.838 -0.022 -0.373 0.1465 -0.6008 -0.1962
N -2.140 -0.180 -0.666 0.0121 0.2339 -0.0562
C -3.179 0.814 -0.500 -0.5479 0.4293 0.3403
H -2.738 1.801 -0.370 -0.2707 -0.2590 -0.1144
C -4.055 0.457 0.713 0.1195 0.2471 -0.1935
N -4.600 -0.887 0.652 -0.0905 -0.1872 0.1719
C -3.537 -1.846 0.432 0.1992 0.0039 -0.2657
C -2.676 -1.520 -0.799 -0.0870 -0.5230 0.1908
H -1.848 -2.220 -0.888 -0.2020 0.0315 -0.0861
H -3.288 -1.554 -1.706 0.0419 0.0074 -0.0099
H -3.965 -2.845 0.335 0.0249 -0.0236 0.0200
H -2.894 -1.832 1.318 0.0523 -0.0797 -0.0298
C -5.742 -1.032 -0.232 -0.3115 0.2725 0.3204
H -5.938 -2.100 -0.345 0.0048 0.0269 -0.0492
C -6.990 -0.377 0.365 -0.0495 -0.5589 -0.0820
O -7.013 0.994 0.022 -0.0432 0.4598 -0.1208
H -7.801 1.401 0.397 0.0528 -0.0342 -0.0255
H -6.973 -0.506 1.455 0.0158 -0.0697 -0.1157
H -7.883 -0.875 -0.038 0.0793 0.0183 0.0442
H -5.587 -0.599 -1.231 -0.0470 -0.1016 -0.0702
H -4.877 1.167 0.779 0.0926 0.0343 0.0788
H -3.450 0.525 1.623 0.0355 0.0916 -0.0125
H -3.791 0.815 -1.408 0.0385 0.0297 -0.0012
N -0.282 1.222 -0.168 1.0112 0.0386 0.2113
N -0.868 2.439 -0.160 -0.7509 0.7449 -0.1077
C 0.126 3.265 0.066 -0.1906 -0.4735 -0.0751
N 1.327 2.692 0.207 0.6492 -0.0871 0.1119
C 1.077 1.403 0.060 -0.1622 0.0170 -0.0073
C 1.902 0.268 0.085 -0.3886 -0.7487 -0.1309
H -0.024 4.324 0.131 -0.1292 0.2346 0.0007
C 5.085 -1.673 0.320 0.1355 -0.0166 0.0398
C 5.976 -0.557 0.873 0.0017 0.0303 -0.0865
H 5.798 -0.458 1.945 0.0405 -0.0257 0.0598
H 7.024 -0.830 0.732 0.0289 -0.0022 0.0545
H 5.446 -1.993 -0.663 0.0359 -0.0494 0.0089
H 5.127 -2.547 0.975 0.0680 -0.0123 -0.0377
H 4.184 1.525 1.578 -0.0088 0.1003 -0.0129
H 3.968 2.097 -0.068 0.0414 0.0552 0.0525
H 6.385 1.532 0.634 -0.0618 -0.0528 -0.0083
H 5.168 0.133 -1.787 -0.0773 -0.0921 -0.1266